(1)
The following is a quantum chemistry calculation of a molecular structure, C8H10F5NOPbTe, from OMol25.

The calculation puts the largest force on an atom at 2.4 eV/A. The value obtained for the calculated total energy is -1400.72800 Eh. Its net charge is 0. The HOMO-LUMO gap (spin up / spin down) comes out at 4.34 / 4.47 eV.

Structure (XYZ):
```
27
C8H10F5NOPbTe | OMol25 | ωB97M-V/def2-TZVPD
C 0.98 -1.37 -2.05
C -0.40 -1.37 -2.37
C -1.08 -2.08 -1.34
C -0.12 -2.53 -0.40
C 1.17 -2.10 -0.85
Pb 0.10 1.08 0.72
C -1.95 2.04 -1.39
C -0.69 2.25 -1.80
C 0.33 2.64 -2.54
N 2.11 0.86 -0.20
H -2.15 -2.25 -1.29
H -0.86 -0.87 -3.22
H -0.32 -3.07 0.52
H 2.11 -2.32 -0.36
H 1.76 -0.88 -2.63
H -2.58 1.30 -1.91
H 2.90 1.27 0.36
H -2.37 2.57 -0.52
H 0.19 3.29 -3.43
H 1.36 2.35 -2.26
F 0.98 -1.72 4.27
Te -0.13 -0.23 3.84
F 0.52 0.68 5.40
F -1.62 -0.89 4.87
F -1.13 1.39 3.46
F 1.41 0.74 3.01
O -0.52 -0.78 2.12
```



(2)
The following is a quantum chemistry calculation of C8H10F9NOS in the gas phase, from OMol25.

The calculation puts the largest force on an atom at 8.2 eV/A. The value obtained for the calculated total energy is -1737.49092 Eh. Its net charge is 0. The HOMO-LUMO gap comes out at 7.48 eV.

Structure (XYZ):
```
30
C8H10F9NOS | OMol25 | ωB97M-V/def2-TZVPD
O 3.16 -3.60 1.05
C 2.89 -2.41 0.50
C 2.78 -0.91 1.19
C 1.59 -0.31 0.24
C 1.48 1.29 -0.07
C 0.10 2.01 0.46
C -1.25 1.58 -0.42
F -1.80 2.90 -0.91
F -0.74 0.82 -1.58
C -2.26 0.77 0.57
F -1.56 -0.20 1.50
F -2.91 1.78 1.49
S -3.63 -0.20 -0.24
F -4.76 0.85 0.52
F -3.68 0.77 -1.65
F -2.58 -1.37 -0.93
F -3.69 -1.20 1.19
F -4.95 -1.09 -0.88
C 2.12 -0.92 -1.22
N 2.63 -2.36 -1.02
H 3.86 -0.44 1.16
H 2.50 -1.03 2.32
H 0.63 -0.96 0.41
H 2.37 1.81 0.53
H 1.67 1.58 -1.21
H 0.28 3.19 0.33
H -0.06 1.87 1.63
H 2.86 -0.25 -1.83
H 1.20 -1.10 -1.95
H 1.72 -2.87 -1.19
```



(3)
The following is a quantum chemistry calculation of a molecular structure, C8H10HoN2, from OMol25.

The calculation puts the largest force on an atom at 6.0 eV/A. The value obtained for the calculated total energy is -1368.35327 Eh. Its net charge is -1. The expectation value of S² is 6.01. The multiplicity is 5. The HOMO-LUMO gap (spin up / spin down) comes out at 6.49 / 6.48 eV.

Structure (XYZ):
```
21
C8H10HoN2 | OMol25 | ωB97M-V/def2-TZVPD
C -0.44 1.10 -1.63
C 0.99 1.27 -1.41
C 1.16 2.11 -0.24
C -0.16 2.47 0.24
C -1.14 1.84 -0.61
Ho 0.13 0.09 0.46
N -1.42 -1.48 0.48
C -0.34 -2.38 -0.01
C 1.06 -1.89 -0.23
H 2.12 2.32 0.26
H 1.79 0.74 -1.96
H -0.37 3.02 1.18
H -2.23 1.86 -0.47
H -0.90 0.46 -2.40
H 1.41 -1.79 -1.27
H -0.31 -3.20 0.72
H -2.43 -1.69 0.53
H 1.81 -2.10 0.55
H -0.73 -2.76 -0.96
N -0.01 -0.01 3.98
C 0.02 0.03 2.80
```



(4)
The following is a quantum chemistry calculation of C8H10N2 in the gas phase, from OMol25.

The calculation puts the largest force on an atom at 4.1 eV/A. The value obtained for the calculated total energy is -420.26705 Eh. Its net charge is 0. The HOMO-LUMO gap comes out at 8.09 eV. The value obtained for the energy relative to the best compared isomer or geometry (same formula, charge and spin) is 1.704 eV.

Structure (XYZ):
```
20
C8H10N2 | OMol25 | ωB97M-V/def2-TZVPD
C -2.52 0.63 0.64
C -2.33 -0.60 0.38
C -0.98 -1.30 0.30
C 0.10 0.17 -1.30
C 1.13 0.87 -1.90
C 2.36 0.91 -1.22
C 2.39 0.51 0.11
C 1.27 -0.19 0.71
H -3.49 0.96 0.96
H -1.72 1.36 0.78
H -3.18 -1.26 0.25
H -1.01 -2.29 -0.22
H -0.74 -1.61 1.33
H -0.86 0.07 -1.71
H 1.08 1.38 -2.90
H 3.21 1.44 -1.52
H 3.22 0.75 0.89
H 0.57 -0.95 2.46
N 0.14 -0.44 -0.06
N 1.35 -0.41 2.01
```



(5)
The following is a quantum chemistry calculation of a molecular structure, C8H10N2O, from OMol25.

The calculation puts the largest force on an atom at 18.4 eV/A. The value obtained for the calculated total energy is -495.23673 Eh. Its net charge is 0. The HOMO-LUMO gap comes out at 9.47 eV. The value obtained for the energy relative to the best compared isomer or geometry (same formula, charge and spin) is 10.255 eV.

Structure (XYZ):
```
21
C8H10N2O | OMol25 | ωB97M-V/def2-TZVPD
C -2.89 0.19 -0.06
C -0.51 -2.27 0.09
C 0.30 -1.22 0.09
C -0.40 -0.12 -0.01
C 0.08 1.31 -0.19
C 1.51 1.30 0.43
C 2.39 0.23 -0.27
C 1.71 -1.28 -0.08
H -3.63 -0.10 1.13
H -2.60 1.40 -0.32
H -3.57 0.12 -0.97
H -0.28 -3.06 -0.09
H -0.03 1.70 -0.96
H -0.63 1.93 0.36
H 2.12 2.43 0.28
H 1.61 1.42 1.33
H 3.59 0.27 0.38
H 2.34 0.28 -1.21
N -1.80 -0.55 -0.06
N -1.78 -1.84 0.14
O 2.49 -2.13 -0.02
```



(6)
The following is a quantum chemistry calculation of a molecular structure, C8H10N2OS, from OMol25.

The calculation puts the largest force on an atom at 4.8 eV/A. The value obtained for the calculated total energy is -893.48993 Eh. Its net charge is 0. The expectation value of S² is 2.01. The multiplicity is 3. The HOMO-LUMO gap (spin up / spin down) comes out at 5.38 / 6.19 eV. The value obtained for the energy relative to the best compared isomer or geometry (same formula, charge and spin) is 3.961 eV.

Structure (XYZ):
```
22
C8H10N2OS | OMol25 | ωB97M-V/def2-TZVPD
C 0.29 0.05 -0.12
C 1.36 -0.42 1.63
C -1.92 0.85 0.67
C 0.49 -0.54 -1.29
C -1.83 1.81 1.82
C -0.31 1.68 1.54
C -0.62 -0.52 -2.32
C 1.56 -1.52 -1.68
N 2.13 -1.39 1.59
N -0.58 0.83 0.45
O -2.85 0.48 0.01
S 0.58 0.56 2.76
H -2.30 2.81 1.62
H -2.30 1.48 2.72
H 0.35 2.47 1.39
H -1.43 0.18 -2.26
H -0.34 -0.56 -3.38
H -0.95 -1.54 -2.15
H 2.42 -1.04 -2.24
H 2.06 -1.67 -0.84
H 1.35 -2.50 -2.19
H 2.85 -1.49 2.28
```



(7)
The following is a quantum chemistry calculation of a gas-phase ion, C8H10N3 (charge +1), from OMol25.

The calculation puts the largest force on an atom at 2.5 eV/A. The value obtained for the calculated total energy is -474.82763 Eh. Its net charge is +1. The HOMO-LUMO gap comes out at 9.22 eV. The value obtained for the energy relative to the best compared isomer or geometry (same formula, charge and spin) is 0.000 eV.

Structure (XYZ):
```
21
C8H10N3 | OMol25 | ωB97M-V/def2-TZVPD
C -2.53 0.98 -0.08
C -3.24 -0.21 -0.02
C -1.13 0.99 -0.10
C -2.59 -1.43 0.02
C -0.47 -0.21 -0.06
C -1.21 -1.42 0.00
C 0.97 -0.58 0.01
C 1.72 -0.13 1.24
N -0.34 -2.50 0.02
N 0.83 -2.21 0.01
N 1.79 -0.29 -1.22
H -3.06 1.92 -0.11
H -4.32 -0.18 0.00
H -0.60 1.93 -0.13
H -3.13 -2.36 0.06
H 2.58 -0.77 1.43
H 1.07 -0.18 2.11
H 2.05 0.91 1.14
H 1.40 -0.79 -2.03
H 2.74 -0.65 -1.05
H 1.83 0.71 -1.43
```



(8)
The following is a quantum chemistry calculation of a gas-phase ion, C8H10N3 (charge +1), from OMol25.

The calculation puts the largest force on an atom at 4.5 eV/A. The value obtained for the calculated total energy is -474.68171 Eh. Its net charge is +1. The expectation value of S² is 2.04. The multiplicity is 3. The HOMO-LUMO gap (spin up / spin down) comes out at 6.95 / 5.07 eV. The value obtained for the energy relative to the best compared isomer or geometry (same formula, charge and spin) is 1.986 eV.

Structure (XYZ):
```
21
C8H10N3 | OMol25 | ωB97M-V/def2-TZVPD
C 0.58 -2.69 -0.69
C -0.15 -1.97 -1.60
C 0.95 -2.12 0.54
C -0.38 -0.64 -1.39
C 0.63 -0.79 0.80
C -0.04 -0.02 -0.20
C 1.08 0.06 1.91
C -0.23 1.28 0.25
N 0.58 1.33 1.52
N -1.05 2.29 -0.06
N -2.16 2.20 -0.95
H 0.90 -3.68 -0.89
H -0.61 -2.29 -2.49
H 1.78 -2.63 1.04
H -0.73 -0.07 -2.16
H 0.74 -0.21 2.87
H 2.24 0.12 2.18
H 0.68 2.13 2.07
H -0.94 3.27 0.41
H -2.01 3.01 -1.58
H -1.85 1.43 -1.57
```



(9)
The following is a quantum chemistry calculation of a gas-phase ion, C8H10N3O (charge +1), from OMol25.

The calculation puts the largest force on an atom at 4.6 eV/A. The value obtained for the calculated total energy is -549.97621 Eh. Its net charge is +1. The HOMO-LUMO gap comes out at 9.33 eV. The value obtained for the energy relative to the best compared isomer or geometry (same formula, charge and spin) is 3.690 eV.

Structure (XYZ):
```
22
C8H10N3O | OMol25 | ωB97M-V/def2-TZVPD
C 2.18 1.47 0.13
C 1.41 0.37 0.03
C 2.36 -0.71 0.02
C 1.60 -1.92 -0.13
C 0.19 -1.66 -0.24
C -2.02 0.05 -0.97
C -2.29 0.44 0.57
C 0.06 -0.09 -0.18
N 3.58 -0.26 0.03
N -0.66 0.41 -1.22
N -0.96 0.47 1.18
O 3.49 1.08 0.09
H 1.96 2.49 0.32
H 2.02 -2.92 -0.23
H -0.60 -2.41 -0.31
H -2.17 -1.09 -0.99
H -2.73 0.54 -1.55
H -2.77 1.36 0.53
H -2.84 -0.27 1.22
H -0.48 1.43 -1.59
H -0.63 1.38 1.35
H -0.69 -0.15 1.96
```



(10)
The following is a quantum chemistry calculation of a gas-phase ion, C8H10N3O (charge +1), from OMol25.

The calculation puts the largest force on an atom at 5.4 eV/A. The value obtained for the calculated total energy is -549.93466 Eh. Its net charge is +1. The HOMO-LUMO gap (spin up / spin down) comes out at 7.41 / 7.41 eV. The value obtained for the energy relative to the best compared isomer or geometry (same formula, charge and spin) is 4.821 eV.

Structure (XYZ):
```
22
C8H10N3O | OMol25 | ωB97M-V/def2-TZVPD
C 0.29 -0.70 0.11
C 2.60 0.74 0.40
C 0.44 1.71 -0.01
C 0.00 2.96 -0.39
C 4.65 -0.37 0.23
C -0.78 -1.71 0.18
C -2.13 -0.87 0.42
C -1.77 0.48 -0.05
N 1.77 1.64 0.28
N 3.77 0.44 0.76
N -0.27 0.47 0.07
O 4.27 -1.15 -0.75
H -0.95 3.19 -0.75
H 0.80 3.70 -0.16
H 5.64 -0.24 0.60
H -0.80 -2.12 -0.83
H -0.66 -2.62 0.98
H -2.99 -1.11 -0.14
H -2.27 -0.78 1.59
H -2.07 0.73 -0.99
H -2.22 1.22 0.67
H 5.04 -1.57 -1.19
```